[1]
The following is a DFT calculation (wB97M-V/def2-TZVPD) of C43H33BiCl2N3O4P as an isolated structure.

The geometry in XYZ format:
```
87
Properties=species:S:1:pos:R:3:mulliken_charge:R:1
Bi -0.979 0.567 1.451 2.487
O -2.151 -1.475 1.098 -0.726
C -1.649 -2.649 1.170 0.272
C -2.231 -3.691 0.383 -0.291
C -1.730 -4.962 0.366 -0.513
C -0.629 -5.318 1.170 -0.797
C -0.076 -4.366 1.977 -0.826
C -0.534 -3.025 1.994 0.725
C 0.113 -2.161 2.920 -0.626
N 0.060 -0.874 3.027 0.133
C 0.721 -0.263 4.175 -1.086
C 0.640 1.270 4.119 -0.765
N -0.590 1.665 3.473 0.042
C -1.342 2.584 3.963 -0.369
C -2.642 2.947 3.502 0.887
C -3.210 4.139 3.996 -0.682
C -4.486 4.515 3.676 -0.771
C -5.255 3.669 2.863 -0.526
C -4.741 2.492 2.384 -0.578
C -3.415 2.090 2.670 0.233
O -3.001 0.939 2.216 -0.764
H -3.089 -3.417 -0.218 0.478
H -2.188 -5.710 -0.270 0.418
H -0.248 -6.330 1.162 0.431
H 0.755 -4.626 2.623 0.325
H 0.737 -2.688 3.653 0.356
H 0.242 -0.610 5.096 0.474
H 1.774 -0.561 4.218 0.514
H 0.713 1.674 5.133 0.447
H 1.473 1.663 3.541 0.130
H -0.977 3.126 4.842 0.288
H -2.600 4.776 4.628 0.364
H -4.899 5.441 4.052 0.408
H -6.273 3.949 2.618 0.410
H -5.325 1.831 1.757 0.454
Cl -2.175 5.231 -0.750 -0.236
C -0.543 4.713 -0.509 0.574
C 0.498 5.489 -1.011 -0.687
C 1.802 5.101 -0.837 0.993
Cl 3.079 6.074 -1.513 -0.289
C 2.108 3.911 -0.152 -0.236
C 3.421 3.430 0.043 -1.111
C 3.624 2.222 0.649 -1.198
C 2.509 1.495 1.092 -0.532
N 1.280 1.939 0.976 0.616
C 1.038 3.117 0.356 -0.028
C -0.345 3.518 0.206 -0.177
O -1.324 2.831 0.667 -0.586
H 0.264 6.399 -1.547 0.463
H 4.254 4.023 -0.307 0.438
H 4.620 1.828 0.795 0.456
H 2.628 0.517 1.549 0.522
O 0.463 -0.975 -0.272 0.638
P 0.673 -1.412 -1.680 0.804
C 1.656 -0.206 -2.615 0.291
C 2.832 -0.517 -3.289 -0.292
C 3.531 0.477 -3.959 -0.662
C 3.047 1.777 -3.977 -0.638
C 1.864 2.089 -3.319 -0.587
C 1.175 1.103 -2.632 -0.523
C 1.566 -2.985 -1.703 0.187
C 2.776 -3.011 -1.010 -0.415
C 3.477 -4.198 -0.883 -0.770
C 2.966 -5.365 -1.437 -0.553
C 1.754 -5.344 -2.109 -0.674
C 1.050 -4.155 -2.244 -0.484
C -0.838 -1.597 -2.647 0.397
C -0.762 -1.780 -4.027 -0.564
C -1.923 -1.845 -4.779 -0.735
C -3.160 -1.724 -4.156 -0.511
C -3.235 -1.548 -2.783 -0.957
C -2.075 -1.484 -2.023 -0.524
H 3.201 -1.535 -3.292 0.374
H 4.456 0.235 -4.467 0.433
H 3.589 2.547 -4.511 0.422
H 1.473 3.098 -3.337 0.458
H 0.258 1.346 -2.107 0.312
H 3.148 -2.095 -0.566 0.436
H 4.418 -4.216 -0.347 0.428
H 3.514 -6.293 -1.338 0.396
H 1.350 -6.259 -2.523 0.418
H 0.096 -4.137 -2.757 0.412
H 0.207 -1.861 -4.507 0.457
H -1.865 -1.982 -5.851 0.416
H -4.066 -1.769 -4.747 0.403
H -4.196 -1.457 -2.294 0.500
H -2.126 -1.366 -0.946 0.763
```

E_HOMO: -7.112 eV
E_LUMO: -0.039 eV
frontier orbital gap: 7.073 eV
energy: -97963.410 eV



[2]
The following is a DFT calculation (wB97M-V/def2-TZVPD) of a 2-piece molecular cluster, C9H14 overall.

The geometry in XYZ format:
```
23
Properties=species:S:1:pos:R:3:mulliken_charge:R:1
C 0.523 1.611 2.773 -1.322
C 0.272 0.375 -0.818 -0.047
C 1.523 -0.020 -1.100 -0.798
C -0.076 0.894 0.397 -0.541
C 0.914 1.144 1.359 0.783
C 2.443 0.130 -0.140 -0.195
C 2.206 0.821 1.064 -0.623
H -0.476 0.301 -1.622 0.364
H 1.851 -0.477 -1.964 0.471
H -1.029 1.312 0.547 0.390
H 3.626 -0.309 -0.194 0.134
H 0.126 0.784 3.328 0.311
H -0.215 2.414 2.822 0.334
H 2.966 1.103 1.728 0.407
H 1.464 1.793 3.358 0.325
C -2.701 -2.708 -1.619 -0.798
C -3.431 -1.370 -1.660 -0.762
H -1.697 -2.761 -2.188 0.228
H -2.384 -2.984 -0.573 0.231
H -3.388 -3.456 -1.864 0.343
H -3.364 -0.671 -2.503 0.288
H -4.470 -1.578 -1.555 0.324
H -3.042 -0.726 -0.861 0.153
```

E_HOMO: -9.186 eV
SMILES: Cc1ccccc1.CC
E_LUMO: 0.982 eV
frontier orbital gap: 10.168 eV
energy: -9558.669 eV



[3]
The following is a DFT calculation (wB97M-V/def2-TZVPD) of a 3-piece molecular cluster, C5H10O overall.

The geometry in XYZ format:
```
16
Properties=species:S:1:pos:R:3:mulliken_charge:R:1
C 1.430 -0.332 1.118 -0.929
C 1.148 -0.207 -0.227 -0.141
C 0.075 -0.962 -0.943 -0.513
C -0.878 0.126 -0.606 0.661
C -1.568 0.197 0.596 -1.266
O -0.912 1.131 -1.535 -0.492
H 1.216 -1.273 1.627 0.312
H 2.272 0.226 1.524 0.337
H 0.322 0.416 1.860 0.096
H 1.567 0.633 -0.774 0.298
H 0.232 -1.082 -2.017 0.302
H -0.181 -1.914 -0.470 0.269
H -1.800 -0.743 1.094 0.331
H -2.335 0.963 0.704 0.389
H -0.568 0.565 1.647 0.039
H -1.320 1.910 -1.136 0.306
```

E_HOMO: -7.723 eV
E_LUMO: 0.882 eV
frontier orbital gap: 8.606 eV
energy: -7390.687 eV



[4]
The following is a DFT calculation (wB97M-V/def2-TZVPD) of a 2-piece molecular cluster, C31H52N2O10PS2 overall.

The geometry in XYZ format:
```
98
Properties=species:S:1:pos:R:3:mulliken_charge:R:1
C -2.079 3.428 3.420 -0.119
C -2.326 2.524 2.679 -2.668
C -2.507 1.350 1.826 1.045
C -2.956 0.122 2.673 -0.265
C -2.345 0.012 4.093 -0.728
C -3.382 0.191 5.211 -1.543
C -3.038 -1.181 1.847 1.760
C -3.341 -2.390 2.749 -1.796
C -4.342 -0.989 1.009 -2.005
O -5.448 -1.235 1.850 -0.447
C -6.544 -0.375 1.576 -0.716
N -1.793 -1.355 0.984 0.795
C -1.651 -2.715 0.306 -1.376
C -2.819 -3.470 -0.322 -0.428
C -2.341 -4.943 -0.494 -1.380
C -3.049 -5.905 0.473 -0.853
S -2.086 -6.449 1.891 1.251
O -2.848 -6.153 3.060 -0.606
O -1.654 -7.790 1.673 -0.626
O -0.787 -5.515 1.964 -0.482
P -0.275 -1.493 2.111 0.274
S 1.352 -1.823 1.137 -0.265
C -1.549 -0.209 0.021 -0.014
C -2.334 -0.339 -1.300 -0.469
C -1.546 -0.915 -2.460 -0.771
C -0.330 -0.475 -2.888 -1.106
C -1.435 1.172 0.711 1.341
C -1.649 2.360 -0.241 -2.128
C -0.831 2.525 -1.532 -1.394
C 0.695 2.361 -1.522 -0.764
C 1.416 3.676 -1.146 -1.169
C 2.806 3.478 -0.551 -0.693
O 3.768 4.115 -1.427 -0.340
C 5.043 3.769 -1.072 0.694
C 5.632 4.482 0.114 -0.998
O 5.640 2.931 -1.677 -0.544
O -0.055 1.217 1.198 -0.430
C 0.446 2.321 1.644 0.791
N 0.882 3.317 2.037 -0.640
H -2.121 4.226 4.123 0.513
H -3.392 1.621 1.244 0.648
H -3.994 0.358 2.908 0.610
H -1.857 -0.946 4.287 0.239
H -1.568 0.757 4.273 0.517
H -2.870 0.433 6.140 0.457
H -3.907 -0.746 5.402 0.403
H -4.103 0.972 4.978 0.335
H -2.478 -2.917 3.147 0.266
H -3.920 -2.053 3.602 0.622
H -3.963 -3.132 2.257 0.159
H -4.439 0.029 0.621 0.736
H -4.434 -1.654 0.152 0.470
H -7.434 -0.839 1.991 0.332
H -6.402 0.611 2.027 0.262
H -6.715 -0.270 0.502 0.318
H -0.920 -2.565 -0.488 0.724
H -1.160 -3.414 0.980 0.712
H -3.098 -3.127 -1.316 0.199
H -3.732 -3.516 0.259 0.470
H -1.257 -5.000 -0.415 0.542
H -2.556 -5.276 -1.508 0.563
H -3.244 -6.833 -0.062 0.477
H -4.006 -5.537 0.830 0.454
H -0.198 -5.686 1.214 0.325
H -0.197 -0.315 2.841 -0.013
H -0.540 -2.580 2.942 0.251
H -0.520 -0.400 -0.305 0.375
H -3.193 -1.001 -1.223 0.269
H -2.756 0.593 -1.667 0.924
H -1.986 -1.767 -2.979 0.443
H -0.197 -0.059 -3.884 0.313
H 0.568 -0.538 -2.273 0.309
H -1.645 3.294 0.324 0.843
H -2.688 2.288 -0.572 0.832
H -1.015 3.547 -1.873 0.610
H -1.245 1.920 -2.339 0.585
H 0.991 2.162 -2.553 0.576
H 1.064 1.517 -0.940 0.396
H 0.786 4.317 -0.531 0.485
H 1.565 4.216 -2.082 0.587
H 2.861 3.967 0.421 0.260
H 3.061 2.418 -0.496 0.386
H 6.555 4.986 -0.157 0.354
H 5.863 3.734 0.872 0.298
H 4.907 5.171 0.541 0.336
C 8.120 1.556 -3.190 -1.304
C 8.395 1.833 -4.643 0.550
C 7.910 0.780 -5.612 -0.504
O 8.799 0.962 -6.720 -0.330
C 9.965 1.457 -6.226 0.612
O 10.973 1.549 -6.843 -0.514
O 9.808 1.824 -4.930 -0.373
H 8.704 2.222 -2.557 0.294
H 7.065 1.701 -2.964 0.402
H 8.399 0.534 -2.927 0.343
H 8.011 2.819 -4.919 0.262
H 6.877 0.915 -5.924 0.291
H 8.046 -0.234 -5.226 0.311
```

E_HOMO: -11.666 eV
total charge: +1
E_LUMO: -3.141 eV
frontier orbital gap: 8.525 eV
energy: -87390.408 eV



[5]
The following is a DFT calculation (wB97M-V/def2-TZVPD) of one molecule with the formula C5H10ClOPS.

The geometry in XYZ format:
```
19
Properties=species:S:1:pos:R:3:mulliken_charge:R:1
C 0.688 -0.710 1.053 -0.254
C 0.562 -0.539 -0.326 -0.064
C 0.407 1.723 -2.119 -1.208
C -1.778 -0.068 -2.020 -1.286
C 0.977 -1.922 3.530 -0.816
O -0.929 1.622 0.271 -0.764
P -0.549 0.761 -0.872 1.003
S 1.601 -2.080 1.773 -0.031
Cl 1.422 -1.462 -1.489 -0.194
H -0.009 -0.227 1.646 0.418
H 1.399 2.071 -1.775 0.348
H 0.578 1.148 -3.048 0.328
H -0.175 2.581 -2.012 0.409
H -2.289 0.740 -2.491 0.382
H -1.417 -0.629 -2.829 0.420
H -2.323 -0.784 -1.499 0.395
H -0.087 -1.586 3.277 0.235
H 1.604 -1.169 3.912 0.275
H 1.029 -2.862 3.875 0.404
```

E_HOMO: -8.424 eV
SMILES: CS/C=C(\Cl)P(C)(C)=O
E_LUMO: 0.721 eV
frontier orbital gap: 9.145 eV
energy: -40040.537 eV



[6]
The following is a DFT calculation (wB97M-V/def2-TZVPD) of an isolated ion of composition C21H27O2Si and charge +1.

The geometry in XYZ format:
```
51
Properties=species:S:1:pos:R:3:mulliken_charge:R:1
C -2.857 -3.252 0.589 -0.973
Si -1.490 -3.000 1.831 0.210
C -2.165 -2.703 3.554 -1.021
C -0.270 -4.414 1.785 -1.046
O -0.597 -1.670 1.250 -0.124
C -0.346 -0.370 1.622 0.642
C 1.001 0.127 1.588 -0.856
C -1.493 0.457 1.809 -0.549
C -2.637 0.321 1.071 -0.712
H -3.405 -4.164 0.854 0.395
H -3.552 -2.406 0.571 0.324
H -2.437 -3.370 -0.418 0.286
H -2.693 -3.609 3.887 0.392
H -1.354 -2.496 4.265 0.338
H -2.873 -1.864 3.579 0.331
H -0.731 -5.364 2.075 0.367
H 0.128 -4.539 0.770 0.316
H 0.573 -4.231 2.461 0.315
H 1.174 1.130 1.992 0.419
H 1.765 -0.633 1.849 0.495
H -1.316 1.307 2.492 0.435
H -3.445 1.010 1.332 0.320
H -2.809 -0.440 0.282 0.148
C -2.885 1.873 -4.531 -0.793
O -2.417 0.639 -3.927 -0.427
C -1.368 0.705 -3.046 0.767
C -0.849 -0.526 -2.552 -0.869
C 0.163 -0.544 -1.631 -0.074
C 0.698 0.638 -1.063 0.206
C 1.757 0.566 -0.082 -0.062
C 2.856 1.524 -0.054 0.355
C 3.879 1.292 0.911 -0.450
C 4.892 2.187 1.148 -0.615
C 4.982 3.370 0.408 -0.421
C 4.067 3.587 -0.610 -0.784
C 3.071 2.668 -0.909 -0.249
C 0.166 1.857 -1.510 -1.098
C -0.802 1.906 -2.507 -0.616
H -3.729 1.625 -5.182 0.242
H -3.205 2.567 -3.745 0.325
H -2.069 2.308 -5.123 0.342
H -1.333 -1.455 -2.868 0.428
H 0.580 -1.513 -1.345 0.406
H 2.134 -0.462 0.173 0.645
H 3.772 0.336 1.482 0.249
H 5.644 1.933 1.932 0.342
H 5.808 4.071 0.551 0.387
H 4.107 4.512 -1.237 0.335
H 2.431 2.840 -1.790 0.720
H 0.595 2.773 -1.123 0.891
H -1.116 2.895 -2.861 0.364
```

E_HOMO: -11.170 eV
total charge: +1
E_LUMO: -5.072 eV
frontier orbital gap: 6.099 eV
energy: -34180.084 eV